{
  "formula": "C24H68N12O10",
  "method": "the ωB97M-V functional and the def2-TZVPD basis",
  "smiles": "COC[C@H](C)N.COC[C@H](C)N.COCCNCCOC.COCCNCCOC.NC(N)=O.NC(N)=O.NC(N)=O.NC(N)=O",
  "largest_force_ha_per_bohr": 0.05033,
  "gap_ev": 8.9,
  "homo_ev": -8.6685,
  "charge": 0,
  "symbols": ["C", "O", "N", "N", "H", "H", "H", "H", "C", "O", "N", "N", "H", "H", "H", "H", "C", "O", "N", "N", "H", "H", "H", "H", "C", "O", "N", "N", "H", "H", "H", "H", "C", "O", "C", "C", "N", "C", "C", "O", "C", "H", "H", "H", "H", "H", "H", "H", "H", "H", "H", "H", "H", "H", "H", "H", "C", "O", "C", "C", "N", "C", "C", "O", "C", "H", "H", "H", "H", "H", "H", "H", "H", "H", "H", "H", "H", "H", "H", "H", "C", "C", "C", "O", "C", "N", "H", "H", "H", "H", "H", "H", "H", "H", "H", "H", "H", "C", "C", "C", "O", "C", "N", "H", "H", "H", "H", "H", "H", "H", "H", "H", "H", "H"],
  "xyz": [[-2.115, -5.735, -0.915], [-2.833, -6.653, -0.556], [-2.518, -4.424, -0.949], [-0.809, -5.914, -1.284], [-3.423, -4.137, -0.636], [-1.937, -3.784, -1.469], [-0.241, -5.136, -1.572], [-0.430, -6.841, -1.312], [0.370, -2.389, -3.117], [-0.177, -3.052, -2.228], [0.677, -1.080, -2.997], [0.685, -2.971, -4.313], [1.058, -0.609, -3.797], [0.517, -0.606, -2.110], [1.038, -2.526, -5.138], [0.539, -3.964, -4.354], [0.737, -0.638, 0.576], [0.513, 0.207, -0.302], [1.316, -0.424, 1.791], [0.652, -1.978, 0.316], [1.527, -1.245, 2.333], [1.469, 0.492, 2.218], [0.275, -2.243, -0.588], [1.066, -2.654, 0.938], [3.692, 1.826, -1.171], [4.571, 2.566, -1.579], [2.367, 2.182, -1.234], [3.898, 0.600, -0.596], [1.621, 1.574, -0.914], [2.126, 3.020, -1.728], [3.086, 0.045, -0.391], [4.846, 0.274, -0.596], [5.462, -4.953, -3.209], [4.863, -4.183, -2.184], [3.668, -4.726, -1.677], [3.297, -3.958, -0.426], [4.359, -4.132, 0.558], [4.166, -3.322, 1.762], [3.171, -3.905, 2.761], [1.845, -3.619, 2.375], [0.937, -4.721, 2.399], [5.811, -5.929, -2.863], [6.333, -4.372, -3.513], [4.767, -5.046, -4.049], [3.759, -5.793, -1.428], [2.889, -4.675, -2.454], [2.343, -4.334, -0.052], [3.144, -2.906, -0.713], [5.188, -3.737, 0.121], [3.789, -2.317, 1.504], [5.112, -3.196, 2.287], [3.403, -3.406, 3.711], [3.354, -4.972, 2.908], [1.216, -5.488, 1.675], [-0.056, -4.310, 2.243], [0.946, -5.166, 3.400], [-1.814, 2.334, -1.481], [-2.314, 3.628, -1.630], [-3.569, 3.833, -1.034], [-4.268, 5.053, -1.569], [-4.633, 5.001, -2.993], [-5.196, 3.727, -3.419], [-5.818, 3.863, -4.790], [-6.752, 4.917, -4.746], [-7.242, 5.323, -5.985], [-1.511, 2.068, -0.461], [-0.929, 2.247, -2.112], [-2.527, 1.568, -1.823], [-3.453, 3.973, 0.053], [-4.206, 2.940, -1.135], [-3.599, 5.908, -1.449], [-5.167, 5.176, -0.949], [-5.354, 5.698, -3.132], [-5.999, 3.413, -2.727], [-4.435, 2.947, -3.419], [-6.306, 2.915, -5.054], [-5.073, 4.079, -5.566], [-6.469, 5.605, -6.706], [-7.940, 6.148, -5.836], [-7.879, 4.543, -6.438], [-1.348, 1.339, 2.635], [-2.644, 0.616, 2.264], [-3.203, -0.122, 3.485], [-2.415, -1.251, 3.797], [-2.566, -2.357, 2.949], [-3.632, 1.528, 1.675], [-0.713, 0.612, 3.143], [-1.463, 2.140, 3.368], [-0.882, 1.670, 1.707], [-2.345, -0.137, 1.520], [-4.238, -0.438, 3.288], [-3.142, 0.519, 4.363], [-2.382, -3.276, 3.505], [-1.867, -2.320, 2.103], [-3.581, -2.421, 2.533], [-4.525, 1.044, 1.658], [-3.401, 1.742, 0.713], [4.238, 2.190, 2.742], [3.048, 2.650, 3.575], [3.134, 4.141, 3.890], [1.992, 4.520, 4.614], [1.962, 5.911, 4.865], [1.802, 2.320, 2.850], [4.108, 1.138, 2.500], [5.175, 2.285, 3.300], [4.359, 2.834, 1.868], [3.049, 2.096, 4.518], [3.209, 4.665, 2.925], [4.039, 4.324, 4.485], [1.986, 6.461, 3.921], [2.783, 6.208, 5.527], [1.042, 6.146, 5.399], [1.088, 2.898, 3.301], [1.853, 2.806, 1.949]],
  "mulliken_charge": [0.453, -0.680, -0.244, -0.262, 0.168, 0.270, 0.209, 0.173, 0.461, -0.648, -0.237, -0.407, 0.170, -0.038, 0.159, 0.227, 0.269, -0.397, 0.556, 1.089, 0.158, -0.025, -0.338, -0.589, 0.411, -0.710, -0.222, -0.096, 0.220, 0.166, -0.023, 0.176, -0.809, -0.303, -0.880, 0.843, -0.499, 0.042, -1.082, -0.326, -0.798, 0.315, 0.242, 0.306, 0.455, 0.302, -0.330, -0.092, 0.286, -0.124, 0.561, 0.414, 0.488, 0.404, 0.057, 0.346, -0.416, -0.442, -0.428, -0.984, -0.353, -0.287, -0.672, -0.283, -0.774, 0.077, 0.341, 0.382, 0.442, 0.452, 0.362, 0.400, 0.255, 0.268, 0.201, 0.363, 0.372, 0.317, 0.245, 0.292, -1.350, 1.221, -0.988, -0.347, -0.424, -0.757, 0.369, 0.499, -0.041, -0.069, 0.473, 0.291, 0.302, -0.039, 0.344, 0.286, 0.129, -1.334, 0.112, -0.920, -0.300, -0.756, -0.536, 0.157, 0.466, 0.363, 0.348, 0.366, 0.468, 0.328, 0.292, 0.246, 0.269, 0.168]
}